ORCA calculation (ωB97M-V/def2-TZVPD) on a molecular structure, C33H57BaN3O4Si.

Values from the calculation:
**Orbital gap (spin up / spin down)**: 7.00 / 7.00 eV
**E_LUMO (spin up / spin down)**: 0.2 / 0.2 eV
**DFT total energy**: -2071.83236 Ha
**Net charge**: 0

CARTESIAN COORDINATES (ANGSTROEM)
O 1.573 -1.608 -0.862
O 0.824 -0.456 -3.573
C 2.878 -2.175 -0.634
C 3.010 -3.055 0.599
H 3.544 -1.305 -0.553
H 3.159 -2.727 -1.544
H 2.699 -2.541 1.518
H 4.066 -3.324 0.717
H 2.444 -3.991 0.497
C 0.439 -2.507 -0.797
C 0.466 -3.489 -1.944
H -0.460 -1.868 -0.870
H 0.422 -3.020 0.186
H 0.404 -2.950 -2.894
H -0.383 -4.176 -1.893
H 1.389 -4.079 -1.934
C -0.249 0.206 -4.273
C 1.896 -0.988 -4.372
C -1.530 -0.583 -4.128
H 0.012 0.353 -5.337
H -0.365 1.204 -3.817
H -1.398 -1.617 -4.471
H -2.310 -0.113 -4.734
H -1.868 -0.596 -3.084
C 1.447 -2.100 -5.292
H 2.627 -1.355 -3.636
H 2.374 -0.177 -4.949
H 0.943 -2.902 -4.747
H 2.330 -2.526 -5.774
H 0.783 -1.723 -6.074
H 1.163 0.332 -1.973
N -1.026 -0.660 3.327
C -1.728 -0.064 4.284
C -2.433 1.143 4.110
C -2.661 1.831 2.904
C -1.807 -0.691 5.657
H -0.837 -1.089 5.981
H -2.540 -1.513 5.678
H -2.122 0.072 6.377
C -3.592 3.015 2.956
H -4.171 3.131 2.032
H -3.040 3.949 3.131
H -4.290 2.876 3.789
N -2.063 1.493 1.771
C -0.621 -2.010 3.376
C 0.699 -2.350 3.765
C 1.690 -1.300 4.174
C 1.079 -3.689 3.776
H 2.085 -3.940 4.119
C 0.191 -4.687 3.372
H 0.507 -5.730 3.379
C -1.108 -4.352 2.982
H -1.821 -5.126 2.691
C -1.527 -3.027 2.978
C -2.922 -2.649 2.588
C -2.180 2.128 0.518
C -1.514 3.360 0.253
C -0.838 4.134 1.348
C -1.510 3.864 -1.048
H -1.022 4.826 -1.230
C -2.127 3.162 -2.086
H -2.128 3.566 -3.101
C -2.787 1.957 -1.822
H -3.305 1.421 -2.621
C -2.826 1.428 -0.538
C -3.520 0.125 -0.270
Ba 0.374 0.576 1.269
H 2.548 -1.273 3.479
H 2.111 -1.551 5.160
H 1.279 -0.279 4.248
H -2.945 -1.776 1.920
H -3.538 -2.402 3.467
H -3.408 -3.487 2.073
H -0.070 4.787 0.907
H -0.327 3.530 2.113
H -1.548 4.792 1.872
H -4.004 0.108 0.715
H -2.832 -0.740 -0.317
H -4.300 -0.047 -1.026
H -2.862 1.581 5.012
C 1.424 1.298 -1.442
Si 2.523 2.424 -2.498
H 0.493 1.818 -1.152
H 2.063 1.038 -0.574
C 4.093 1.442 -2.797
C 2.762 3.966 -1.455
C 1.890 2.983 -4.180
H 2.578 3.746 -4.579
H 0.891 3.438 -4.129
H 1.856 2.159 -4.905
H 4.629 1.301 -1.850
H 4.756 1.971 -3.493
H 3.881 0.451 -3.219
H 2.841 3.699 -0.393
H 1.913 4.653 -1.574
H 3.675 4.503 -1.742
O 0.397 2.466 4.638
N 0.875 1.760 3.752
O 1.467 2.318 2.745

Cartesian forces, eV/Å:
-0.321 -0.189 0.894
-0.087 -0.306 -1.110
-0.378 0.068 -0.320
0.039 -0.099 -0.038
-0.166 -0.165 -0.075
0.125 0.017 0.248
-0.050 -0.126 -0.235
-0.148 0.024 -0.019
0.087 0.252 0.126
0.491 0.137 0.231
-0.116 -0.122 -0.210
0.391 -0.134 0.031
-0.069 0.191 -0.364
0.038 -0.061 0.288
0.087 0.017 0.077
-0.166 -0.001 -0.002
0.524 -0.041 0.092
-0.483 0.350 0.387
-0.126 -0.102 -0.066
-0.031 -0.069 0.359
0.057 -0.263 -0.135
-0.033 0.209 0.054
-0.043 -0.074 0.086
0.112 -0.028 -0.190
0.142 -0.123 -0.210
-0.191 0.070 -0.182
-0.126 -0.199 0.136
0.065 0.149 -0.128
-0.071 -0.023 -0.090
0.033 -0.094 0.074
0.390 1.368 0.848
-0.345 0.151 -0.278
0.475 -0.591 -0.569
-0.106 0.178 -0.051
0.565 -0.016 -0.184
-0.114 -0.006 0.250
-0.204 0.040 -0.183
0.212 0.177 -0.028
0.023 -0.251 -0.082
-0.386 0.091 0.190
0.173 -0.054 0.103
-0.084 -0.311 -0.037
0.091 0.161 -0.188
0.180 -0.042 -0.350
0.217 0.059 0.648
-0.615 0.032 -0.316
0.372 0.341 0.391
-0.268 -0.283 -0.244
-0.231 -0.039 -0.143
0.097 -0.018 0.125
-0.088 0.226 0.016
0.208 0.058 -0.020
0.242 0.125 0.046
0.439 0.308 0.201
-0.464 -0.065 -0.186
-0.237 0.284 0.246
-0.322 -0.547 0.060
0.341 0.486 0.203
-0.135 -0.234 -0.317
-0.136 -0.363 -0.041
-0.079 0.122 0.024
0.026 -0.093 0.296
0.105 0.256 -0.104
0.176 0.199 0.144
0.495 0.327 0.298
-0.401 -0.326 -0.014
-0.782 -0.756 0.947
-0.166 0.005 0.162
-0.037 0.074 -0.261
0.041 -0.628 -0.091
0.087 -0.166 0.289
0.181 0.026 -0.229
0.041 0.127 0.115
-0.199 -0.128 0.144
-0.321 0.107 -0.273
0.176 -0.215 -0.152
0.243 0.018 -0.226
-0.165 0.291 0.096
0.231 0.007 0.133
0.014 -0.165 -0.345
-0.108 -0.551 -0.723
-0.302 -0.055 0.107
0.308 0.038 -0.006
-0.144 0.333 -0.487
0.218 0.098 0.089
0.277 0.007 0.012
-0.163 -0.076 -0.114
-0.156 -0.210 0.141
0.182 -0.098 0.001
-0.025 0.189 0.142
0.023 -0.022 -0.159
-0.028 -0.104 0.143
0.010 0.268 0.119
0.018 0.133 -0.149
0.142 -0.169 0.032
-0.154 0.009 0.088
1.109 -0.379 -1.413
-0.655 0.472 0.807
-0.097 0.504 0.600